No. 1
{"formula": "C4H4N4", "method": "wB97M-V/def2-TZVPD", "elements": ["C", "C", "C", "C", "H", "H", "H", "H", "N", "N", "N", "N"], "positions_angstrom": [[1.160831, 0.113750, -0.015345], [0.438030, 1.308724, -0.447367], [-0.892455, 1.416998, -0.243316], [-1.625224, 0.359545, 0.488104], [2.410898, -0.903531, 0.859107], [1.049501, 2.115388, -0.863290], [-1.379995, 2.374727, -0.444817], [-2.342016, 0.697872, 1.243666], [2.173153, 0.096399, 0.736178], [-1.363013, -0.913253, 0.477571], [-0.586940, -1.470894, -0.484895], [0.601731, -1.066333, -0.655586]], "atomic_forces_ev_per_a": [[-0.985, -0.738, 0.234], [-0.273, 0.717, -0.067], [0.385, -0.155, 0.105], [1.106, -0.294, 0.104], [0.255, 0.532, 0.111], [-0.401, -0.132, 0.095], [-0.002, -0.444, -0.003], [0.022, -0.260, -0.337], [-0.173, -0.750, -0.230], [-1.056, 1.227, 0.236], [2.345, 0.931, -0.036], [-1.224, -0.632, -0.213]], "lowdin_charge": [-0.460, -0.026, -0.054, -0.121, 0.070, 0.118, 0.105, 0.111, 0.165, 0.022, -0.009, 0.079], "de_lowest_ev": 3.295, "total_energy_ev": -10169.5428, "smiles": "[H]/N=c1/cccnnn1", "e_homo_ha": -0.361}


No. 2
{"formula": "C4H4N4", "method": "wB97M-V/def2-TZVPD", "elements": ["C", "C", "C", "C", "H", "H", "H", "H", "N", "N", "N", "N"], "positions_angstrom": [[-1.127766, -0.049840, -0.095479], [-0.440607, 1.165720, -0.491720], [0.883637, 1.207091, -0.230561], [1.332065, -0.996162, 0.391721], [-2.450112, -1.038455, 0.935195], [-1.013522, 2.039385, -0.814176], [1.512086, 2.076110, -0.471174], [2.017395, -1.658396, 0.957663], [-2.133219, -0.049636, 0.673457], [1.632239, 0.262919, 0.404323], [0.461137, -1.696464, -0.509531], [-0.673329, -1.262274, -0.749716]], "atomic_forces_ev_per_a": [[-1.283, -0.596, 0.576], [0.725, 0.270, 0.120], [0.087, 1.340, -1.077], [1.141, 0.285, -0.109], [0.430, 1.568, -0.854], [0.295, -0.401, -0.067], [-0.685, -0.090, 0.090], [-0.671, 0.244, -0.419], [-0.062, -1.468, 0.700], [-0.553, -1.974, 0.417], [0.224, 0.321, 0.856], [0.351, 0.501, -0.235]], "lowdin_charge": [-0.475, -0.013, -0.160, -0.162, 0.091, 0.117, 0.114, 0.114, 0.158, 0.077, 0.053, 0.088], "de_lowest_ev": 2.880, "total_energy_ev": -10169.9578, "smiles": "[H]/N=c1/ccncnn1", "e_homo_ha": -0.348}


No. 3
{"formula": "C4H4N4", "method": "wB97M-V/def2-TZVPD", "elements": ["C", "C", "C", "C", "N", "N", "N", "N", "H", "H", "H", "H"], "positions_angstrom": [[3.068455, 0.162283, -0.040818], [-1.063069, 0.749972, -0.072614], [0.626045, 2.059029, -0.048819], [0.049948, -0.036946, -0.049169], [4.099171, -0.286106, 0.058307], [-0.663305, 2.097562, 0.000385], [1.098298, 0.822962, -0.172406], [0.141557, -1.404549, -0.166357], [-1.965468, 0.439343, 0.203954], [1.189741, 2.939947, -0.283781], [0.179158, -1.679312, -1.144575], [0.872770, -1.825789, 0.471793]], "atomic_forces_ev_per_a": [[-7.685, 2.722, -0.442], [4.265, 1.723, 0.766], [1.065, 2.943, -0.638], [-1.016, -1.420, -0.809], [2.685, -1.095, 0.211], [-0.769, -1.367, -0.427], [4.476, -1.471, 0.258], [1.080, -1.161, 1.125], [-3.748, -1.105, 0.486], [0.543, 0.119, 0.486], [0.294, -0.368, 0.473], [-1.190, 0.481, -1.489]], "lowdin_charge": [-0.024, -0.055, -0.267, -0.428, 0.064, 0.091, 0.133, 0.088, 0.066, 0.119, 0.097, 0.115], "de_lowest_ev": 5.090, "total_energy_ev": -10167.7483, "e_homo_ha": [-0.345, -0.345]}


No. 4
{"formula": "C4H4N4O", "method": "wB97M-V/def2-TZVPD", "elements": ["C", "C", "C", "C", "H", "H", "H", "H", "N", "N", "N", "N", "O"], "positions_angstrom": [[-2.304280, 0.340384, 0.008675], [-0.142126, -0.160181, 0.082189], [1.633376, 1.241279, -0.014551], [2.082772, -0.889837, -0.063020], [-3.597394, -0.919847, -0.119226], [-1.991236, 1.378747, 0.035250], [2.025486, 2.246454, 0.070744], [2.725785, -1.761158, 0.002854], [-3.558143, 0.094037, -0.088958], [-1.330010, -0.649519, 0.094321], [0.356002, 1.080731, 0.021216], [2.627612, 0.253445, -0.045088], [0.818834, -1.198115, 0.007522]], "atomic_forces_ev_per_a": [[-1.911, 0.522, 0.161], [-0.477, -2.826, -0.828], [0.657, -0.048, 0.421], [1.124, -1.527, 0.810], [-0.548, -0.441, 0.059], [0.095, 0.093, 0.022], [-0.120, 0.157, -0.278], [-0.131, -0.220, -0.339], [1.451, 0.051, -0.050], [1.298, 1.301, -0.023], [0.257, 1.318, 0.245], [-1.064, 1.632, -0.304], [-0.631, -0.011, 0.107]], "lowdin_charge": [-0.328, -0.372, -0.121, -0.205, 0.032, 0.097, 0.121, 0.145, 0.091, 0.140, 0.159, 0.126, 0.115], "de_lowest_ev": 1.376, "total_energy_ev": -12219.1342, "smiles": "[H]/N=C\\N=c1/ncnco1", "e_homo_ha": -0.353}


No. 5
{"formula": "C4H4N4O", "method": "wB97M-V/def2-TZVPD", "elements": ["C", "C", "C", "C", "H", "H", "H", "H", "N", "N", "N", "N", "O"], "positions_angstrom": [[-0.863855, -0.412920, 0.213149], [-0.231011, 0.860415, 0.360816], [1.492451, 0.809520, -1.276815], [1.255285, -1.220528, -0.104198], [-3.068326, -0.963806, 0.450780], [-2.659165, 0.626227, 1.125087], [-0.247227, 1.519636, 1.448030], [1.875958, -1.920885, 0.297639], [-2.167249, -0.328637, 0.431510], [0.836292, 1.378270, -0.242604], [1.935439, -0.328006, -0.614963], [0.022637, -1.484904, 0.292504], [1.818771, 1.465619, -2.380935]], "atomic_forces_ev_per_a": [[1.851, -1.671, 1.330], [4.632, 5.598, 2.203], [1.393, 2.857, -4.284], [-0.122, -1.706, 1.710], [3.608, 0.534, -0.399], [2.870, -3.393, -3.235], [-1.219, -2.204, -2.917], [1.667, -2.466, 1.286], [-6.607, 1.847, 3.223], [-4.328, 0.461, 1.946], [3.133, 2.211, -4.825], [-5.251, 2.295, -1.631], [-1.627, -4.362, 5.595]], "lowdin_charge": [-0.386, -0.092, -0.465, -0.308, 0.160, 0.256, 0.192, 0.091, 0.084, 0.148, 0.165, 0.165, -0.009], "de_lowest_ev": 5.435, "total_energy_ev": -12215.0747, "e_homo_ha": -0.344}


No. 6
{"formula": "C4H4N4O", "method": "wB97M-V/def2-TZVPD", "elements": ["C", "C", "C", "C", "N", "N", "N", "N", "O", "H", "H", "H", "H"], "positions_angstrom": [[0.343210, 0.611718, -0.794609], [1.136694, -0.552750, -0.362969], [-0.769442, 1.013866, -0.231029], [-2.509522, -0.537658, 0.157121], [0.773970, -1.654483, 0.214888], [-1.507689, 1.847475, 0.309601], [-0.491455, -1.792329, 0.690741], [-1.490391, -1.226747, 0.113317], [-3.466584, -0.043011, -0.312412], [0.582505, 0.968708, -1.819004], [2.194846, -0.657907, -0.561019], [-2.476076, 1.595979, 0.057444], [-0.711984, -2.731338, 0.982983]], "atomic_forces_ev_per_a": [[1.211, -1.371, -1.032], [-0.597, -1.501, 0.133], [0.844, 3.603, 0.469], [2.027, -3.007, -1.127], [0.283, 1.026, 0.234], [-0.222, -1.181, -0.979], [1.613, -1.330, 2.008], [-4.900, 1.849, -1.336], [-0.577, 0.320, 0.640], [-0.105, 0.250, 1.028], [0.043, 0.706, -0.586], [-0.016, 0.756, 0.548], [0.395, -0.119, 0.000]], "lowdin_charge": [-0.076, -0.154, -0.227, -0.303, 0.026, 0.175, -0.080, 0.081, 0.131, 0.125, 0.097, 0.056, 0.148], "de_lowest_ev": 5.108, "total_energy_ev": -12215.4023, "smiles": "N=C=C/C=N\\NN=C=O", "e_homo_ha": -0.310}


No. 7
{"formula": "C4H4N4O3", "method": "wB97M-V/def2-TZVPD", "elements": ["C", "C", "C", "C", "H", "H", "H", "H", "N", "N", "N", "N", "O", "O", "O"], "positions_angstrom": [[1.848938, -0.356449, -0.226998], [-0.261653, -1.106968, -0.037849], [-0.759757, 0.214734, -0.042677], [0.138689, 1.288687, -0.243117], [3.328139, -1.680370, 0.193619], [-0.899317, -2.029066, 0.288978], [-2.153230, 1.564823, 0.414521], [2.211329, 1.544848, 0.175973], [1.157457, -1.339124, -0.068693], [-2.104166, 0.491782, 0.229876], [-3.356314, -0.065838, -0.047237], [1.390385, 0.873256, -0.213956], [3.193446, -0.663049, 0.000214], [-3.496742, -1.241470, -0.306364], [-0.237203, 2.504200, -0.116286]], "atomic_forces_ev_per_a": [[4.251, -1.265, 1.846], [0.454, 0.149, 1.483], [-0.876, -5.299, -0.619], [-3.396, 4.112, 1.824], [-1.220, 3.059, -0.731], [1.196, 2.049, -1.000], [-0.580, -2.490, -0.631], [-2.846, -1.279, -1.728], [-7.108, -4.646, -0.722], [-0.395, 2.736, 0.000], [-0.107, -0.144, 0.286], [7.095, 4.334, 0.834], [0.504, 0.148, -0.334], [1.639, 1.503, 0.214], [1.391, -2.968, -0.721]], "lowdin_charge": [-0.505, 0.048, -0.177, -0.420, 0.180, 0.147, 0.176, 0.265, 0.117, 0.029, -0.075, 0.205, 0.031, -0.034, 0.013], "de_lowest_ev": 2.646, "total_energy_ev": -16311.7555, "smiles": "O=NNc1cnc(O)[nH]c1=O", "e_homo_ha": -0.333}


No. 8
{"formula": "C4H4N7O3", "method": "wB97M-V/def2-TZVPD", "elements": ["C", "C", "C", "C", "N", "N", "N", "N", "N", "N", "N", "O", "O", "O", "H", "H", "H", "H"], "positions_angstrom": [[2.311281, -1.817264, -0.503393], [0.119378, 2.781284, -0.113768], [0.569525, -0.641090, -0.207803], [-1.237948, 1.079616, 0.112700], [1.672243, -0.829763, -1.027849], [0.850517, 1.733071, -0.255544], [0.678581, -1.490569, 0.983377], [0.034459, 0.677176, -0.125946], [-1.183798, 2.435556, 0.105078], [1.791522, -2.225994, 0.681154], [-3.018926, -0.757605, -0.535471], [-3.771197, -1.299166, 0.077464], [-0.332584, -1.658041, -0.061595], [-2.275756, 0.407911, 0.402741], [3.182741, -2.264837, -0.940186], [0.492260, 3.786261, -0.162510], [-1.973503, 3.045751, 0.270450], [2.091199, -2.962302, 1.301094]], "atomic_forces_ev_per_a": [[-0.341, 0.416, -0.080], [0.184, -0.093, -0.031], [0.659, -0.492, 0.546], [0.404, 0.042, -0.114], [0.211, 0.221, -0.650], [1.046, 0.592, -0.221], [0.252, 0.603, 1.504], [-1.202, 0.236, 0.065], [-0.171, -0.469, -0.014], [0.048, -0.430, -0.175], [-1.254, -1.819, -0.452], [1.250, 1.079, -0.594], [-1.124, -0.575, -1.054], [-0.207, 0.688, 1.324], [0.239, -0.185, -0.049], [-0.022, 0.146, 0.009], [0.051, -0.114, -0.007], [-0.023, 0.154, -0.005]], "lowdin_charge": [-0.104, -0.078, -0.511, -0.323, 0.170, 0.163, 0.092, 0.091, 0.215, 0.074, 0.207, 0.271, 0.058, 0.032, 0.140, 0.147, 0.189, 0.167], "de_lowest_ev": 0.000, "total_energy_ev": -20773.2325, "smiles": "O=NOc1[nH+]cnn1[C@@]12N=CNN1O2", "e_homo_ha": -0.496, "total_charge": 1}


No. 9
{"formula": "C4H4NO2", "method": "wB97M-V/def2-TZVPD", "elements": ["C", "C", "C", "C", "N", "O", "O", "H", "H", "H", "H"], "positions_angstrom": [[-1.123829, 0.347018, -0.341718], [0.219683, -0.011871, -0.044269], [2.006413, 0.087496, 1.486278], [-1.824164, -0.176792, -1.387456], [0.801891, 0.591231, 0.868007], [2.077372, -1.151606, 1.484512], [2.866327, 0.903360, 1.857376], [-1.618103, 1.053370, 0.352749], [0.726004, -0.848480, -0.530461], [-1.279279, -0.818654, -2.196562], [-2.852314, 0.024928, -1.548454]], "atomic_forces_ev_per_a": [[-2.703, -0.186, -1.902], [1.159, -0.644, -0.457], [1.701, -0.419, -1.111], [2.635, -0.539, -0.259], [-0.292, 1.747, 2.231], [-0.173, -0.926, 0.452], [-0.591, 0.509, 0.116], [0.403, -0.544, -0.380], [-0.289, -0.289, -0.266], [-1.090, 1.039, 1.742], [-0.760, 0.252, -0.164]], "lowdin_charge": [-0.178, -0.254, -0.819, -0.023, 0.123, -0.081, -0.082, 0.105, 0.121, 0.081, 0.010], "de_lowest_ev": 1.647, "total_energy_ev": -9798.1464, "smiles": "C=C/C=N/C(=O)[O-]", "e_homo_ha": -0.144, "total_charge": -1}


No. 10
{"formula": "C4H4NO3", "method": "wB97M-V/def2-TZVPD", "elements": ["C", "C", "C", "C", "N", "O", "O", "O", "H", "H", "H", "H"], "positions_angstrom": [[1.410923, -1.513608, -0.088885], [3.426150, 0.347286, 0.338670], [-0.338567, 0.897010, -0.037137], [1.246377, -0.512574, -0.968676], [1.705601, -2.208308, 0.818606], [3.041106, 0.636774, 1.391054], [4.134697, 0.090286, -0.543582], [-0.129072, 0.014297, -1.003217], [-0.064761, 0.333660, 0.969071], [-1.361383, 1.214898, -0.032106], [0.337297, 1.772011, 0.020067], [1.839958, -0.328488, -1.858230]], "atomic_forces_ev_per_a": [[1.290, -1.351, 1.985], [0.399, -0.251, 0.523], [1.255, -0.012, 4.471], [-1.304, 1.908, -1.264], [-0.524, -0.219, -0.644], [-0.732, 0.468, 0.570], [0.298, -0.127, -1.117], [1.456, -1.628, -3.035], [-0.940, 1.292, -1.104], [-0.762, 0.216, 0.061], [-0.086, -0.010, -0.568], [-0.350, -0.286, 0.122]], "lowdin_charge": [-0.422, -0.514, -0.249, -0.243, 0.050, 0.153, 0.144, -0.230, 0.110, 0.058, 0.073, 0.069], "de_lowest_ev": 2.213, "total_energy_ev": -11844.6320, "e_homo_ha": -0.090, "total_charge": -1}